(1)
This record from the Open Molecules 2025 dataset describes a structure of composition C5H9NO. The level of theory is ωB97M-V with the def2-TZVPD basis set.

Spin multiplicity: 1
Molecular weight (g mol⁻¹): 99.1
Strongest force on any atom (eV/Å): 0.34
E_HOMO (spin up / spin down) (Eh): -0.2498 / -0.2499
Energy relative to the best compared isomer or geometry (same formula, charge and spin) (kcal/mol): 181.94
Orbital gap (spin up / spin down) (hartree): 0.274 / 0.274

Structure (XYZ):
```
16
Properties=species:S:1:pos:R:3:mulliken_charge:R:1
C 1.0858 -1.1618 -0.2555 -1.02
C 0.7684 0.2024 0.8955 -0.16
O 1.6040 1.2580 0.7073 -0.37
C -0.0692 0.2762 -1.1015 -0.80
N -1.2046 0.7902 -0.3991 -0.33
C -1.7266 -0.2589 0.4840 -0.24
C -0.6696 0.6451 0.9637 -0.19
H 0.8231 -1.9700 0.4267 0.38
H 2.1623 -0.9985 -0.2287 0.35
H 0.8909 -1.5803 -1.2673 0.40
H 1.1426 2.0420 0.3418 0.30
H -0.3550 -0.3014 -1.9833 0.60
H 0.6810 1.0300 -1.3421 0.29
H -1.4813 -1.2914 0.2455 0.17
H -2.7495 -0.0864 0.8030 0.25
H -0.9023 1.4048 1.7099 0.36
```

(2)
This record from the Open Molecules 2025 dataset describes the ion C10H16N with charge +1. The level of theory is ωB97M-V with the def2-TZVPD basis set.

Spin multiplicity: 1
Molecular weight (g mol⁻¹): 150.2
Charge: +1
Strongest force on any atom (eV/Å): 5.96
E_HOMO (Eh): -0.4784
Energy relative to the best compared isomer or geometry (same formula, charge and spin) (kcal/mol): 75.93
Orbital gap (hartree): 0.322

Structure (XYZ):
```
27
Properties=species:S:1:pos:R:3:mulliken_charge:R:1
C 0.6079 -0.8789 1.9201 -0.26
N -0.3671 -0.8864 1.1105 0.23
C -1.6384 -1.6934 1.4396 -1.03
C -0.3086 0.0821 -0.2174 0.76
C -1.1939 1.2421 0.2986 -1.01
C -0.1729 2.2741 0.8735 -0.88
C 1.0042 2.1254 -0.0380 -0.56
C 0.9509 0.9775 -0.6994 -0.17
C 1.7656 0.2841 -1.6535 -0.76
C 0.9635 -1.1095 -1.8675 -0.61
C -0.4943 -0.7374 -1.4725 -0.66
H 0.6323 -1.6993 2.6801 0.32
H 1.5980 -0.4501 1.7796 0.33
H -2.0337 -1.2837 2.3575 0.43
H -2.3900 -1.4094 0.6713 0.38
H -1.3848 -2.7356 1.4195 0.38
H -1.8658 0.9587 1.0995 0.35
H -1.9022 1.5673 -0.4701 0.44
H -0.6309 3.2896 0.7445 0.37
H -0.0488 2.1165 1.8469 0.43
H 1.7301 2.8778 -0.0555 0.57
H 2.8276 0.0919 -1.3771 0.31
H 1.9204 0.5696 -2.7074 0.32
H 1.1478 -1.6221 -2.9325 0.39
H 1.4550 -1.8767 -1.2241 0.26
H -1.1106 -0.2624 -2.2335 0.38
H -1.0614 -1.8118 -1.2928 0.28
```

(3)
This record from the Open Molecules 2025 dataset describes a cluster of 8 separate species, H16O8 in total. The level of theory is ωB97M-V with the def2-TZVPD basis set.

Spin multiplicity: 1
Molecular weight (g mol⁻¹): 144.1
Strongest force on any atom (eV/Å): 5.23
E_HOMO (Eh): -0.3980
Energy relative to the best compared isomer or geometry (same formula, charge and spin) (kcal/mol): 113.48
Orbital gap (hartree): 0.392

Structure (XYZ):
```
24
Properties=species:S:1:pos:R:3:mulliken_charge:R:1
O 0.1642 -0.9299 -1.3371 -0.59
H -0.6380 -1.4435 -1.4964 0.31
H 0.1446 -0.2867 -0.6792 0.31
O -2.7044 -2.2207 -1.0982 -0.52
H -3.4096 -2.8947 -1.2586 0.23
H -2.0044 -2.8154 -0.9798 0.27
O 4.8428 -0.0752 0.5088 -0.63
H 4.2337 0.2538 -0.1917 0.32
H 4.4981 0.1145 1.3819 0.31
O -2.9593 -0.2499 -0.7907 -0.56
H -2.4338 -0.0634 -1.6330 0.30
H -3.3564 0.6106 -0.6282 0.26
O 2.1344 3.8782 -1.2723 -0.62
H 2.7196 3.3019 -0.8336 0.31
H 1.3339 3.3714 -1.4616 0.31
O 2.8294 -3.1839 0.8661 -0.61
H 3.0947 -2.3978 1.2284 0.30
H 3.0870 -3.8882 1.4837 0.31
O -3.0748 1.3405 2.6461 -0.63
H -2.3340 0.8458 2.8136 0.33
H -3.0727 1.2987 1.6798 0.26
O -0.9743 1.4126 0.3934 -0.52
H -0.5765 2.1033 -0.1959 0.30
H -1.5441 1.9183 0.8546 0.24
```

(4)
This record from the Open Molecules 2025 dataset describes a structure of composition C20H36B11Br6CsN3SSi2. The level of theory is ωB97M-V with the def2-TZVPD basis set.

Spin multiplicity: 1
Molecular weight (g mol⁻¹): 1138.0
Charge: +1
Strongest force on any atom (eV/Å): 1.30
E_HOMO (Eh): -0.4043
Energy relative to the best compared isomer or geometry (same formula, charge and spin) (kcal/mol): 0.00
Orbital gap (hartree): 0.191

Structure (XYZ):
```
80
Properties=species:S:1:pos:R:3:mulliken_charge:R:1
Cs -1.8856 0.3492 -0.4626 1.24
C 3.6434 -1.3354 -1.6128 -0.50
Si 3.3980 0.4813 -1.6287 -0.13
C 1.9242 1.0092 -2.6066 -0.89
C 4.9263 1.4087 -2.1486 -1.04
C 3.2288 1.2157 0.1482 1.33
C 2.5358 2.5124 0.2233 -0.31
C 3.3202 3.6459 0.4298 -0.53
C 2.6567 4.8655 0.4374 -0.56
C 1.2795 4.8848 0.3242 -0.59
C 0.6037 3.6848 0.1611 -0.50
N 1.2161 2.5002 0.0647 0.11
Si 4.0211 0.5815 1.8027 -0.03
C 3.7721 -1.2459 1.8826 -0.94
C 3.2637 1.4826 3.2166 -0.83
C 5.8129 1.0434 1.5644 -1.07
H 3.6568 -1.6761 -2.6527 0.28
H 2.8329 -1.8561 -1.0999 0.06
H 4.5887 -1.6328 -1.1586 0.41
H 2.1175 0.8006 -3.6620 0.44
H 1.7118 2.0740 -2.5054 0.35
H 1.0346 0.4519 -2.3088 0.12
H 5.1178 1.0797 -3.1740 0.41
H 5.8023 1.1736 -1.5474 0.31
H 4.7798 2.4891 -2.1581 0.33
H 4.3910 3.5893 0.5645 0.40
H 3.2171 5.7812 0.5735 0.50
H 0.7256 5.8109 0.3808 0.53
H -0.4784 3.6660 0.1130 0.33
H 2.7211 -1.5254 1.7819 0.24
H 4.1101 -1.5724 2.8701 0.49
H 4.3465 -1.7852 1.1304 0.27
H 2.3017 1.0543 3.5012 0.17
H 3.1039 2.5432 3.0161 0.30
H 3.9407 1.3989 4.0711 0.48
H 6.2768 0.5768 0.6975 0.34
H 6.3201 0.6751 2.4609 0.44
H 5.9649 2.1211 1.5164 0.33
Br -4.1129 -0.6172 1.9255 -0.44
B -3.7764 0.8213 3.2240 0.99
B -4.6432 0.9865 4.7448 0.56
C -3.5112 1.7136 5.7819 -0.53
B -2.9365 0.5098 4.7458 -0.03
B -1.9615 1.9442 5.1373 0.53
B -3.0646 3.3043 5.3826 0.66
B -4.7221 2.7130 5.1438 0.73
B -4.9031 2.1823 3.4677 -0.79
Br -6.5630 2.2946 2.4866 -0.36
B -3.9164 3.6335 3.8710 -0.23
Br -4.4707 5.4110 3.3548 -0.36
B -2.1938 3.1404 3.8558 -0.24
Br -0.7461 4.3278 3.3000 -0.38
B -2.1239 1.4091 3.4757 0.52
Br -0.6186 0.6224 2.4850 -0.27
B -3.3375 2.4574 2.6801 -0.35
Br -3.2330 2.9363 0.7834 -0.59
H -5.4645 0.2476 5.1593 -0.26
H -3.5786 1.4689 6.8305 0.70
H -2.6096 -0.5505 5.1504 -0.28
H -0.9930 1.8347 5.8049 -0.29
H -2.8402 4.1001 6.2240 -0.28
H -5.5902 3.1230 5.8291 -0.27
N -1.3677 -3.6343 -2.0304 -0.38
C -0.0503 -3.5764 -1.6857 0.19
S 0.4217 -2.7776 -0.2878 -0.28
N 0.7682 -4.1786 -2.5745 -0.20
C 2.1763 -4.3849 -2.5230 0.41
C 2.8498 -4.7062 -1.3534 -0.15
C 4.2174 -4.9370 -1.4038 -0.63
C 4.9127 -4.8647 -2.6031 -0.57
C 4.2255 -4.5678 -3.7718 -0.60
C 2.8608 -4.3270 -3.7317 -0.60
H -2.0093 -3.4496 -1.2746 0.27
H -1.6746 -4.3305 -2.6930 0.19
H 0.3473 -4.4688 -3.4451 0.27
H 2.3157 -4.7847 -0.4193 0.50
H 4.7387 -5.1967 -0.4915 0.43
H 5.9760 -5.0597 -2.6306 0.43
H 4.7480 -4.5264 -4.7181 0.40
H 2.3246 -4.0922 -4.6442 0.37
```

> Which value of molecular weight does entry 1 give?

99.1 g mol⁻¹

> Which of these has the highest strongest force on any atom?

C10H16N

> Look up the molecular weight of the second one.

150.2 g mol⁻¹